Computed, not measured: a molecular structure, C20H19F3N2O3PtSSe2Te, with ωB97M-V with the def2-TZVPD basis set.

Properties
2S+1: 3
E: -190390.916 eV
LUMO energy (spin up / spin down): -0.85 / -1.22 eV
Frontier orbital gap (spin up / spin down): 6.20 / 5.91 eV

Each line ends with the Mulliken spin population.
Cartesian coordinates (Å):
Pt 0.525 0.152 -1.536  1.20
Se -0.480 -3.144 -2.535  0.01
Se 1.557 -3.367 -1.474  0.00
C 2.590 -2.101 -2.476  0.01
C 3.784 -2.546 -3.023  0.00
C 4.579 -1.650 -3.717  0.00
C 4.138 -0.346 -3.867  0.00
C 2.931 0.018 -3.303  0.00
N 2.175 -0.841 -2.602  0.08
C -1.455 -2.280 -1.128  -0.01
C -2.571 -2.925 -0.623  0.01
C -3.322 -2.294 0.358  0.00
C -2.920 -1.054 0.810  0.01
C -1.787 -0.477 0.262  -0.03
N -1.069 -1.075 -0.698  0.13
H 4.070 -3.582 -2.912  0.00
H 5.518 -1.971 -4.146  0.00
H 4.714 0.390 -4.409  0.00
H 2.547 1.027 -3.385  -0.01
H -2.833 -3.906 -0.990  0.00
H -4.200 -2.777 0.766  0.00
H -3.457 -0.524 1.583  0.00
H -1.440 0.494 0.585  0.00
C -2.516 0.696 4.864  0.00
C -1.381 0.635 3.878  0.03
C -0.782 -0.571 3.545  -0.01
C 0.273 -0.642 2.638  -0.02
C 0.834 -1.996 2.300  0.00
C 0.748 0.538 2.048  0.03
Te 2.248 0.453 0.558  0.48
C 0.174 1.774 2.394  -0.03
C 0.655 3.077 1.820  0.01
C -0.887 1.794 3.294  -0.02
H -2.937 -0.293 5.046  0.00
H -3.314 1.350 4.508  0.00
H -2.177 1.093 5.823  0.00
H -1.148 -1.488 3.995  0.00
H 0.363 -2.768 2.909  0.00
H 1.913 -2.032 2.456  0.00
H 0.671 -2.231 1.245  0.00
H 0.471 3.130 0.746  0.00
H 1.729 3.198 1.963  0.00
H 0.143 3.915 2.292  0.00
H -1.336 2.749 3.549  0.00
F -2.690 3.134 -3.290  0.00
C -1.453 2.763 -3.616  0.00
F -1.495 1.493 -4.044  0.00
F -1.028 3.529 -4.618  0.00
S -0.325 2.898 -2.169  0.01
O 0.935 2.365 -2.684  0.04
O -0.358 4.270 -1.781  0.01
O -0.925 1.945 -1.212  0.05